{
  "formula": "H6O3",
  "method": "ωB97M-V with the def2-TZVPD basis set",
  "elements": ["O", "H", "H", "O", "H", "H", "O", "H", "H"],
  "positions_angstrom": [[1.17, 2.27, -1.00], [0.55, 1.84, -0.44], [1.31, 1.78, -1.81], [-0.60, 0.70, 0.57], [-1.28, 0.68, 1.14], [-0.16, -0.03, 0.44], [-0.12, -2.13, 0.52], [-0.18, -2.48, -0.38], [-0.69, -2.62, 0.96]],
  "smiles": "O.O.O",
  "homo_energy_ev": -10.693,
  "multiplicity": 1,
  "gap_ha": 0.411
}